Computed, not measured: a cluster of 8 separate species, C45H100Br3N5 in total at a distorted geometry, with the ωB97M-V functional and the def2-TZVPD basis.

Calculated total energy: -265853.665 eV
Total charge: +2
ΔE to the lowest compared entry with this formula, charge and spin: 0.0 kcal per mole
Molar mass: 951.04 g/mol
LUMO level: -4.263 eV
Orbital gap: 7.2 eV

Each line ends with the Mulliken charge.
Geometry (Å):
C  -1.054  7.381  4.268  -1.301
C  0.361  6.811  4.375  -0.796
C  0.665  5.671  3.431  0.324
C  1.948  4.955  3.853  -1.061
N  2.603  4.167  2.757  0.565
C  2.796  5.021  1.516  -0.598
C  4.007  4.488  0.775  -0.143
C  4.744  3.595  1.806  -0.801
C  4.024  3.797  3.116  -0.631
C  1.856  2.914  2.478  -1.171
H  -1.734  6.767  4.858  0.323
H  -1.430  7.413  3.244  0.348
H  -1.081  8.399  4.651  0.370
H  0.505  6.501  5.422  0.383
H  1.123  7.598  4.331  0.424
H  0.715  6.046  2.412  0.396
H  -0.117  4.905  3.464  -0.142
H  1.756  4.313  4.711  0.465
H  2.701  5.694  4.135  0.424
H  1.891  4.947  0.906  0.020
H  2.895  6.052  1.846  0.545
H  3.733  3.924  -0.111  -0.326
H  4.631  5.328  0.476  0.535
H  4.695  2.569  1.432  0.284
H  5.812  3.787  1.893  0.437
H  4.004  2.916  3.756  0.444
H  4.451  4.614  3.696  0.480
H  1.860  2.336  3.400  0.400
H  2.355  2.408  1.658  0.362
H  0.847  3.183  2.172  0.257
C  -3.361  1.886  4.447  -1.621
C  -2.329  1.534  3.379  0.721
C  -1.391  0.392  3.784  0.195
C  -2.131  -0.929  3.908  -0.963
N  -1.354  -2.010  4.601  0.690
C  0.045  -2.222  4.015  0.146
C  0.156  -3.711  3.800  -0.523
C  -1.251  -4.066  3.359  0.343
C  -2.092  -3.332  4.379  -0.992
C  -1.325  -1.756  6.067  -1.127
H  -2.860  2.088  5.396  0.379
H  -4.066  1.071  4.615  0.373
H  -3.921  2.758  4.117  0.486
H  -1.683  2.407  3.255  -0.240
H  -2.822  1.331  2.431  -0.369
H  -1.024  0.685  4.775  0.444
H  -0.569  0.326  3.069  0.061
H  -2.523  -1.286  2.948  -0.024
H  -3.029  -0.800  4.514  0.546
H  0.760  -1.755  4.689  0.260
H  0.030  -1.630  3.102  -0.544
H  0.398  -4.172  4.763  0.426
H  0.931  -4.047  3.112  0.346
H  -1.471  -5.131  3.391  0.645
H  -1.548  -3.653  2.393  -0.496
H  -2.191  -3.814  5.351  0.385
H  -3.118  -3.180  4.040  0.327
H  -2.341  -1.728  6.440  0.384
H  -0.757  -0.855  6.283  0.285
H  -0.758  -2.581  6.497  0.461
C  0.352  4.548  -5.304  -1.386
C  0.744  3.084  -5.177  -0.176
C  2.017  2.898  -4.377  -0.642
C  2.167  1.440  -3.972  -0.611
N  3.517  1.006  -3.441  0.579
C  4.602  1.176  -4.529  -0.441
C  4.497  -0.053  -5.404  -0.694
C  4.159  -1.160  -4.397  -0.832
C  3.528  -0.486  -3.218  0.810
C  3.860  1.764  -2.216  -1.368
H  0.026  4.937  -4.339  0.283
H  -0.470  4.689  -6.001  0.413
H  1.224  5.110  -5.642  0.359
H  0.828  2.565  -6.139  0.449
H  -0.079  2.516  -4.720  -0.017
H  1.945  3.479  -3.451  0.253
H  2.907  3.266  -4.891  0.387
H  1.840  0.713  -4.716  0.695
H  1.513  1.322  -3.109  -0.308
H  5.529  1.237  -3.962  0.512
H  4.424  2.107  -5.052  0.233
H  5.425  -0.272  -5.920  0.427
H  3.658  0.031  -6.092  0.305
H  5.009  -1.795  -4.138  0.397
H  3.472  -1.901  -4.809  0.365
H  4.045  -0.685  -2.277  0.393
H  2.510  -0.849  -3.080  -0.806
H  4.847  1.432  -1.897  0.494
H  3.137  1.549  -1.434  0.418
H  3.872  2.817  -2.479  0.519
C  -3.400  -5.118  -4.205  -0.904
C  -3.562  -6.299  -3.241  -0.787
C  -2.236  -6.724  -2.578  -0.611
C  -1.826  -5.788  -1.494  -0.273
N  -0.401  -6.044  -0.997  0.497
C  -0.033  -4.955  -0.022  0.207
C  1.287  -4.350  -0.505  0.263
C  1.845  -5.390  -1.465  -1.066
C  0.576  -5.876  -2.143  -0.388
C  -0.260  -7.397  -0.392  -1.116
H  -3.611  -4.163  -3.721  0.079
H  -4.101  -5.195  -5.037  0.395
H  -2.401  -5.066  -4.645  0.279
H  -3.897  -7.182  -3.783  0.386
H  -4.299  -6.054  -2.475  0.426
H  -1.489  -6.866  -3.359  0.321
H  -2.461  -7.712  -2.165  0.366
H  -2.450  -5.817  -0.598  0.474
H  -1.775  -4.731  -1.763  -0.097
H  0.059  -5.437  0.951  0.007
H  -0.792  -4.177  0.041  -0.383
H  1.970  -4.027  0.283  0.526
H  1.095  -3.439  -1.081  -0.455
H  2.523  -6.118  -1.013  0.380
H  2.492  -4.891  -2.193  0.489
H  0.803  -6.785  -2.688  0.418
H  0.220  -5.018  -2.707  0.077
H  -0.460  -8.121  -1.173  0.387
H  -0.979  -7.452  0.421  0.338
H  0.762  -7.503  -0.037  0.440
C  -4.403  3.215  0.346  -0.862
C  -4.904  2.347  -0.808  -0.820
C  -4.115  1.050  -1.027  -0.222
C  -2.668  1.246  -1.399  -0.951
N  -1.859  -0.027  -1.445  1.502
C  -1.515  -0.574  -0.060  1.057
C  -0.019  -0.388  0.103  1.321
C  0.550  -0.381  -1.307  2.040
C  -0.523  0.312  -2.115  -1.293
C  -2.484  -1.110  -2.291  -1.017
H  -4.735  2.798  1.294  0.169
H  -4.785  4.233  0.266  0.407
H  -3.315  3.324  0.313  0.186
H  -4.980  2.926  -1.731  0.383
H  -5.927  2.063  -0.551  0.425
H  -4.646  0.470  -1.781  0.420
H  -4.172  0.492  -0.082  0.264
H  -2.007  1.934  -0.880  0.070
H  -2.591  1.558  -2.449  0.487
H  -1.738  -1.637  -0.100  -0.910
H  -2.148  -0.084  0.671  -0.831
H  0.374  -1.291  0.585  0.104
H  0.224  0.502  0.684  -0.552
H  0.754  -1.356  -1.758  -1.315
H  1.524  0.107  -1.287  -0.714
H  -0.623  0.072  -3.169  0.306
H  -0.436  1.399  -2.002  0.178
H  -1.630  -1.736  -2.554  0.128
H  -2.934  -0.698  -3.186  0.239
H  -3.098  -1.722  -1.627  0.225
Br  0.402  -2.694  -4.379  -0.670
Br  -3.942  -3.364  0.684  -0.657
Br  0.098  3.905  -0.637  -0.608